[1]
This record from the OMol25 dataset describes an isolated molecule of C25H22N2O6S at a distorted geometry. The level of theory is ωB97M-V/def2-TZVPD.

Results
* Kohn-Sham gap: 8.61 eV
* energy: -1925.02111 Ha
* lowest unoccupied orbital energy: 0.1018 eV
* energy above the lowest of the compared OMol25 structures with the same formula, charge and spin: 33.0 kcal/mol

Structure (ORCA input):
```
! RIJCOSX wB97M-V def2-TZVPD def2/J DEFGRID3
* xyz 0 1
C 1.2870 0.0353 -0.4670
H 0.5263 0.7833 -0.6801
H 2.2113 0.5339 -0.1603
H 0.9276 -0.6048 0.3425
O 1.4686 -0.6898 -1.6648
C 2.3497 -1.7329 -1.6710
C 3.0769 -2.1366 -0.5570
C 3.9192 -3.2338 -0.6191
C 4.0564 -3.9449 -1.7959
C 3.3567 -3.5403 -2.9187
C 2.5129 -2.4407 -2.8779
N 1.8087 -2.1282 -4.0608
S 0.4545 -3.0777 -4.3072
O -0.1365 -2.6797 -5.5507
O 0.8288 -4.4476 -4.1317
C -0.5814 -2.5718 -2.9388
C -1.3632 -1.4400 -3.0715
C -1.9695 -0.9014 -1.9520
C -1.7735 -1.4994 -0.7091
C -1.0085 -2.6599 -0.5976
C -0.4062 -3.1981 -1.7184
H 0.2084 -4.0832 -1.6707
H -0.8773 -3.1040 0.3778
C -2.2777 -0.8719 0.5362
O -1.9611 -1.2225 1.6472
O -3.1275 0.1407 0.2980
C -3.3984 0.9623 1.4149
H -4.2184 1.6208 1.1250
H -3.6818 0.3515 2.2790
C -2.1396 1.7786 1.7582
O -1.1443 1.6719 1.0745
C -2.2504 2.6396 2.9149
C -3.3383 2.8272 3.7432
N -3.0324 3.7157 4.7151
C -1.7357 4.1393 4.5608
C -0.9872 5.0369 5.3094
C 0.3116 5.2661 4.9061
C 0.8512 4.6205 3.7908
C 0.1113 3.7289 3.0448
C -1.2031 3.4821 3.4313
H 0.5235 3.2269 2.1846
H 1.8733 4.8295 3.5125
H 0.9259 5.9576 5.4630
H -1.4059 5.5335 6.1719
H -3.6557 4.0176 5.4464
H -4.3132 2.3808 3.6971
H -2.5656 -0.0056 -2.0230
H -1.4752 -0.9970 -4.0486
C 1.7262 -0.7630 -4.5232
H 2.7360 -0.3875 -4.6899
H 1.1886 -0.7913 -5.4682
H 1.2077 -0.1056 -3.8208
H 3.4364 -4.0780 -3.8490
H 4.7054 -4.8050 -1.8437
H 4.4630 -3.5308 0.2650
H 2.9746 -1.6075 0.3766
*
```



[2]
This record from the OMol25 dataset describes a cluster of 18 separate species, CH35O20 in total at a distorted geometry. The level of theory is ωB97M-V/def2-TZVPD.

Results
* Kohn-Sham gap: 8.52 eV
* energy: -1564.03068 Ha
* lowest unoccupied orbital energy: 1.6200 eV
* energy above the lowest of the compared OMol25 structures with the same formula, charge and spin: 19.0 kcal/mol

Structure (ORCA input):
```
! RIJCOSX wB97M-V def2-TZVPD def2/J DEFGRID3
* xyz -1 1
C -18.4276 6.1695 2.2277
O -18.3689 5.1606 2.9542
O -19.1300 7.1869 2.6763
O -17.7231 6.2308 1.1682
H -19.5712 6.9205 3.5166
O -15.9040 4.1340 2.2300
H -15.2791 4.6351 1.7050
H -16.7126 4.6758 2.2263
O -17.7355 8.4912 5.4551
H -18.5492 7.9742 5.3817
H -17.6956 9.1129 4.7462
O -17.8216 8.5095 0.0171
H -18.3187 8.2320 -0.7536
H -17.8412 7.7213 0.6128
O -20.5746 9.8055 2.2372
H -21.1370 9.6273 1.5195
H -20.9019 9.4101 3.0497
O -16.3524 6.1804 4.7879
H -17.0750 5.7108 4.3995
H -16.6873 7.1018 5.0145
O -16.1361 4.7225 -0.9194
H -16.2982 5.5960 -0.6453
H -16.8108 4.1974 -0.4493
O -15.3060 7.3109 0.0728
H -15.9747 7.9482 -0.1522
H -15.1119 7.5554 0.9592
O -21.0455 4.0098 1.5958
H -20.8561 4.0050 2.5434
H -21.1027 3.1185 1.3129
O -18.6670 2.6341 2.6030
H -17.8030 2.2262 2.4729
H -18.6029 3.5846 2.7544
O -17.8720 10.0844 3.0165
H -18.1340 10.7316 3.6749
H -18.7761 9.8745 2.7529
O -16.4786 3.0710 4.5477
H -17.0259 3.6206 5.1415
H -16.3089 3.6133 3.7341
O -20.0709 5.8217 -0.3751
H -20.3419 5.0347 0.1193
H -19.2957 5.9937 0.1326
O -15.2361 7.7584 2.7299
H -15.9534 7.1538 2.4732
H -14.3814 7.3627 2.4822
O -19.5852 5.9628 5.3029
H -20.0470 5.2745 4.8068
H -19.0244 5.4460 5.8257
O -21.6298 4.3165 4.3465
H -22.3730 3.6855 4.1550
H -21.9220 5.2236 4.1002
O -22.2799 6.8780 3.7037
H -22.1089 7.7376 4.0774
H -21.9982 6.9533 2.7854
O -18.8601 3.2017 5.7380
H -19.6788 2.8667 6.0483
H -18.9270 3.0670 4.8119
*
```



[3]
This record from the OMol25 dataset describes a structure of composition C11H18N4Ti at a distorted geometry. The level of theory is ωB97M-V/def2-TZVPD.

Results
* ⟨S²⟩: 0.75
* Kohn-Sham gap (spin up / spin down): 7.76 / 8.22 eV
* energy: -1497.42645 Ha
* lowest unoccupied orbital energy (spin up / spin down): -12.8003 / -12.3396 eV
* energy above the lowest of the compared OMol25 structures with the same formula, charge and spin: 6.2 kcal/mol

Structure (ORCA input):
```
! RIJCOSX wB97M-V def2-TZVPD def2/J DEFGRID3
* xyz 3 2
Ti -0.1464 -0.5501 -0.0929
C -1.1920 1.6258 -1.7221
C -1.5979 1.8350 -0.2678
N -1.9218 0.5119 0.4010
C -2.1216 0.5856 1.8984
C -0.8785 0.1049 2.6160
C -0.7744 -0.0808 3.9755
C 0.4551 -0.4712 4.5018
C 1.5649 -0.6514 3.6793
C 1.4183 -0.4557 2.3251
C 2.5351 -0.5534 1.3081
N 1.9771 -0.4315 -0.0921
C 2.1315 0.9391 -0.7248
C 1.3486 1.0304 -2.0301
N -0.1007 0.5669 -1.8803
N 0.2042 -0.1092 1.8237
H -0.8415 2.5670 -2.1458
H -2.0355 1.2832 -2.3219
H -2.4629 2.4979 -0.2125
H -0.7971 2.2936 0.3166
H -2.7854 0.1553 -0.0143
H -2.9900 -0.0181 2.1602
H -2.3381 1.6191 2.1772
H -1.6297 0.0845 4.6186
H 0.5531 -0.6234 5.5702
H 2.5265 -0.9293 4.0923
H 3.0617 -1.5040 1.3869
H 3.2621 0.2449 1.4723
H 2.4646 -1.1066 -0.6854
H 3.1876 1.1438 -0.9080
H 1.7815 1.6655 0.0121
H 1.7909 0.3986 -2.8005
H 1.3598 2.0578 -2.3942
H -0.3242 0.0543 -2.7338
*
```



[4]
This record from the OMol25 dataset describes an isolated molecule of C4H8O at a distorted geometry. The level of theory is ωB97M-V/def2-TZVPD.

Results
* Kohn-Sham gap: 10.55 eV
* energy: -232.38175 Ha
* lowest unoccupied orbital energy: 1.0827 eV
* energy above the lowest of the compared OMol25 structures with the same formula, charge and spin: 40.1 kcal/mol

Structure (ORCA input):
```
! RIJCOSX wB97M-V def2-TZVPD def2/J DEFGRID3
* xyz 0 1
C -1.0013 0.2080 -0.3566
C -0.4706 -1.0484 0.3023
C 0.7784 -1.4076 -0.0145
O 1.0948 0.9542 0.7216
C 0.1225 1.3029 -0.2412
H -1.2227 0.0095 -1.4102
H -1.9333 0.5665 0.0993
H -1.0133 -1.5217 1.1179
H 0.6603 0.2337 1.2199
H 1.4070 -2.0528 0.5892
H 1.2670 -0.9483 -0.8745
H -0.3078 2.2621 0.0604
H 0.6190 1.4419 -1.2135
*
```



[5]
This record from the OMol25 dataset describes a cluster of 5 separate species, C50H73BrN3O5 in total at a distorted geometry. The level of theory is ωB97M-V/def2-TZVPD.

Results
* Kohn-Sham gap: 8.68 eV
* energy: -5063.25379 Ha
* lowest unoccupied orbital energy: -2.1967 eV

Structure (ORCA input):
```
! RIJCOSX wB97M-V def2-TZVPD def2/J DEFGRID3
* xyz 1 1
C 0.1651 -2.1398 1.1803
C 0.8653 -0.8870 0.6439
O 0.3181 0.1431 0.7216
O 2.1128 -0.9406 0.0394
C 3.1099 -0.5023 0.9998
C 3.9930 0.5968 0.4138
C 3.3483 1.9947 0.6402
C 3.4665 2.8528 -0.6208
C 2.5918 2.2964 -1.7733
C 1.1850 2.9197 -1.7491
C 0.0913 1.9256 -2.1799
C -1.2161 2.7064 -2.4950
N -2.4031 2.0473 -1.9387
C -2.8124 0.7629 -2.5692
C -2.6192 -0.5057 -1.7181
C -3.9178 -1.3299 -1.7541
O -3.7699 -2.6830 -1.3277
C -3.6917 -2.8596 -0.0017
C -3.4033 -4.2513 0.5197
O -3.8052 -1.9647 0.7669
C -3.0292 2.5931 -0.9685
N -2.7613 3.7884 -0.3687
C -3.3271 3.7432 1.0062
C -3.9242 5.0200 1.5916
C -3.9964 5.0681 3.1245
C -2.6479 4.9492 3.8454
O -2.3982 3.5833 4.2039
C -4.0289 2.3444 1.1225
Br -2.6391 1.1731 1.8368
C -5.4757 2.2441 1.6503
C -5.6713 1.8419 3.1260
C -5.9202 0.3460 3.4672
C -4.7072 -0.3681 4.1201
C -6.4571 -0.5313 2.3266
N -4.1720 2.0522 -0.3365
H 0.4906 -3.0433 0.6617
H 0.3460 -2.2549 2.2482
H -0.8931 -2.0234 0.9662
H 3.7593 -1.3510 1.2261
H 2.6767 -0.1160 1.9249
H 4.9534 0.5941 0.9324
H 4.1519 0.3893 -0.6452
H 3.8263 2.4773 1.4940
H 2.2889 1.8389 0.8716
H 4.5136 2.9620 -0.9119
H 3.0982 3.8621 -0.3997
H 2.5711 1.2069 -1.6869
H 3.1124 2.5668 -2.6958
H 1.0077 3.3230 -0.7445
H 1.1959 3.7736 -2.4366
H 0.4783 1.4374 -3.0765
H -0.0489 1.1918 -1.3842
H -1.0666 3.7114 -2.1103
H -1.3044 2.7944 -3.5782
H -3.8509 0.8838 -2.8823
H -2.2376 0.7131 -3.4905
H -1.8793 -1.1230 -2.2388
H -2.2304 -0.3357 -0.7147
H -4.1786 -1.4006 -2.8135
H -4.7492 -0.8087 -1.2776
H -2.9959 -4.9148 -0.2408
H -2.6754 -4.1056 1.3131
H -4.2934 -4.6557 0.9984
H -1.7796 4.0310 -0.2959
H -2.4190 3.5986 1.5960
H -4.9357 5.1734 1.1941
H -3.3363 5.8809 1.2625
H -4.7046 4.3555 3.5457
H -4.3884 6.0602 3.3688
H -2.7367 5.5071 4.7800
H -1.8283 5.3649 3.2511
H -1.5989 3.3079 3.7394
H -5.8782 3.2597 1.5529
H -6.0378 1.6457 0.9364
H -4.7660 2.1502 3.6600
H -6.4675 2.4405 3.5707
H -6.6838 0.3286 4.2484
H -5.0862 -1.1892 4.7354
H -4.2145 0.3353 4.7958
H -4.0366 -0.8048 3.3849
H -5.9743 -0.3743 1.3621
H -7.5347 -0.3686 2.2192
H -6.3331 -1.5882 2.5673
H -4.9472 2.5995 -0.7160
C 7.2104 5.8753 -4.4493
C 6.4525 4.8626 -5.0212
C 5.1609 4.6243 -4.5723
C 4.6246 5.4054 -3.5573
C 5.3811 6.4201 -2.9873
C 6.6756 6.6526 -3.4308
H 8.2188 6.0591 -4.7974
H 6.8691 4.2583 -5.8172
H 4.5718 3.8298 -5.0148
H 3.6142 5.2219 -3.2099
H 4.9620 7.0298 -2.1965
H 7.2678 7.4406 -2.9834
C 5.6280 -2.5453 -4.8983
C 6.6355 -1.5923 -4.9642
C 6.5068 -0.3960 -4.2723
C 5.3736 -0.1569 -3.5072
C 4.3672 -1.1111 -3.4380
C 4.4926 -2.3040 -4.1368
H 5.7279 -3.4770 -5.4406
H 7.5219 -1.7822 -5.5560
H 7.2897 0.3498 -4.3284
H 5.2752 0.7756 -2.9628
H 3.4830 -0.9249 -2.8381
H 3.7061 -3.0467 -4.0872
C 3.0160 -3.7517 3.3938
C 3.9829 -4.7419 3.5008
C 4.9510 -4.6628 4.4918
C 4.9463 -3.5989 5.3832
C 3.9744 -2.6137 5.2827
C 3.0098 -2.6886 4.2873
H 2.2634 -3.8073 2.6162
H 3.9838 -5.5747 2.8088
H 5.7098 -5.4307 4.5696
H 5.6988 -3.5398 6.1590
H 3.9672 -1.7876 5.9827
H 2.2488 -1.9208 4.2050
C -2.4101 -8.6222 -1.8662
C -1.8127 -7.6012 -1.1400
C -1.7067 -7.7011 0.2410
C -2.1899 -8.8259 0.8951
C -2.7841 -9.8481 0.1682
C -2.8979 -9.7447 -1.2115
H -2.4954 -8.5434 -2.9426
H -1.4293 -6.7261 -1.6518
H -1.2456 -6.9013 0.8089
H -2.1030 -8.9058 1.9715
H -3.1596 -10.7264 0.6778
H -3.3659 -10.5402 -1.7771
*
```



Copy entry 2 word for word.
This record from the OMol25 dataset describes a cluster of 18 separate species, CH35O20 in total at a distorted geometry. The level of theory is ωB97M-V/def2-TZVPD.

Results
* Kohn-Sham gap: 8.52 eV
* energy: -1564.03068 Ha
* lowest unoccupied orbital energy: 1.6200 eV
* energy above the lowest of the compared OMol25 structures with the same formula, charge and spin: 19.0 kcal/mol

Structure (ORCA input):
```
! RIJCOSX wB97M-V def2-TZVPD def2/J DEFGRID3
* xyz -1 1
C -18.4276 6.1695 2.2277
O -18.3689 5.1606 2.9542
O -19.1300 7.1869 2.6763
O -17.7231 6.2308 1.1682
H -19.5712 6.9205 3.5166
O -15.9040 4.1340 2.2300
H -15.2791 4.6351 1.7050
H -16.7126 4.6758 2.2263
O -17.7355 8.4912 5.4551
H -18.5492 7.9742 5.3817
H -17.6956 9.1129 4.7462
O -17.8216 8.5095 0.0171
H -18.3187 8.2320 -0.7536
H -17.8412 7.7213 0.6128
O -20.5746 9.8055 2.2372
H -21.1370 9.6273 1.5195
H -20.9019 9.4101 3.0497
O -16.3524 6.1804 4.7879
H -17.0750 5.7108 4.3995
H -16.6873 7.1018 5.0145
O -16.1361 4.7225 -0.9194
H -16.2982 5.5960 -0.6453
H -16.8108 4.1974 -0.4493
O -15.3060 7.3109 0.0728
H -15.9747 7.9482 -0.1522
H -15.1119 7.5554 0.9592
O -21.0455 4.0098 1.5958
H -20.8561 4.0050 2.5434
H -21.1027 3.1185 1.3129
O -18.6670 2.6341 2.6030
H -17.8030 2.2262 2.4729
H -18.6029 3.5846 2.7544
O -17.8720 10.0844 3.0165
H -18.1340 10.7316 3.6749
H -18.7761 9.8745 2.7529
O -16.4786 3.0710 4.5477
H -17.0259 3.6206 5.1415
H -16.3089 3.6133 3.7341
O -20.0709 5.8217 -0.3751
H -20.3419 5.0347 0.1193
H -19.2957 5.9937 0.1326
O -15.2361 7.7584 2.7299
H -15.9534 7.1538 2.4732
H -14.3814 7.3627 2.4822
O -19.5852 5.9628 5.3029
H -20.0470 5.2745 4.8068
H -19.0244 5.4460 5.8257
O -21.6298 4.3165 4.3465
H -22.3730 3.6855 4.1550
H -21.9220 5.2236 4.1002
O -22.2799 6.8780 3.7037
H -22.1089 7.7376 4.0774
H -21.9982 6.9533 2.7854
O -18.8601 3.2017 5.7380
H -19.6788 2.8667 6.0483
H -18.9270 3.0670 4.8119
*
```